[1]
DFT (wB97M-V/def2-TZVPD) results for a single C3H2N2O2 molecule.

Calculated values
Structure (SMILES): N#CC(=O)NC=O
LUMO level (eV): -0.377
Kohn-Sham gap (eV): 10.366
Charge: 0

Last column: Mulliken charge in e.
CARTESIAN COORDINATES (ANGSTROEM)
C: 0.38948 1.39388 1.02265  -0.115
C: 0.20118 -0.53044 -0.19506  0.579
C: -0.99361 -0.81193 -1.19597  0.176
H: 0.02028 2.19697 1.50296  0.466
H: -1.29727 0.87900 0.04796  0.321
N: -0.55516 0.42826 0.52407  -0.223
N: -2.06046 -0.89606 -1.71793  -0.409
O: 1.49466 1.07330 1.16075  -0.369
O: 1.25585 -1.08712 -0.03370  -0.426

Forces on the atoms, in the same order (eV/Å):
C -1.715 -3.110 0.436
C -2.575 -1.660 -1.048
C -2.378 -1.633 -2.386
H -1.956 3.522 1.035
H -1.062 -0.142 -0.653
N 3.982 1.391 1.177
N 4.187 0.344 1.887
O 3.950 0.174 0.271
O -2.433 1.114 -0.717

---

[2]
DFT (wB97M-V/def2-TZVPD) results for 2 unconnected molecules or ions with the total composition C5H10N2O.

Calculated values
LUMO level (eV): 0.826
Kohn-Sham gap (eV): 8.361
Charge: 0

Last column: Mulliken charge in e.
CARTESIAN COORDINATES (ANGSTROEM)
C: -0.55515 1.11593 -1.13873  -0.416
C: -0.13339 -0.07201 -0.48661  0.734
C: 1.69600 0.98308 -0.24430  -1.157
C: 0.22819 -1.43043 -1.05153  -1.309
C: -0.83659 -0.56034 1.90892  -0.852
N: -1.49452 1.74162 -0.53857  -0.439
N: -1.02142 -0.17661 0.57508  0.198
O: -1.89342 1.03134 0.58397  -0.245
H: -0.21301 1.41123 -2.09961  0.497
H: 1.59291 1.71859 0.53655  0.332
H: 1.95455 1.49481 -1.18109  0.393
H: 2.39756 0.17701 -0.01062  0.344
H: -0.79095 -1.95304 -1.15781  0.367
H: 0.88936 -2.12927 -0.54102  0.301
H: 0.52970 -1.27499 -2.09143  0.376
H: -1.71360 -0.19896 2.55160  0.295
H: -0.80598 -1.64963 1.99558  0.326
H: 0.16976 -0.22833 2.38963  0.256

Forces on the atoms, in the same order (eV/Å):
C -2.152 0.050 -0.666
C 3.204 -0.015 2.209
C -1.041 -1.737 -0.192
C -2.312 -0.117 -1.693
C 1.160 -0.248 2.787
N -0.361 0.250 -0.317
N -1.840 1.177 -0.310
O 1.823 -0.281 -0.735
H 0.281 0.548 -0.408
H -0.203 0.011 0.387
H -0.254 -0.431 0.152
H 0.019 0.345 0.038
H 1.417 0.487 0.224
H 0.152 0.651 0.303
H 0.479 -0.213 0.163
H 1.363 -0.440 -1.077
H -0.171 -0.037 -0.096
H -1.562 0.000 -0.769

---

[3]
DFT (wB97M-V/def2-TZVPD) results for 2 unconnected molecules or ions with the total composition C16H38ClFN4O6P2Si.

Calculated values
Structure (SMILES): CC(=O)N(C)CCCC[Si@@](F)(CC(=O)Cl)CP(=O)(O)O.CN(C)P(=O)(N(C)C)N(C)C
LUMO level (eV): -1.236
Kohn-Sham gap (eV): 6.860
Charge: 0

Last column: Mulliken charge in e.
CARTESIAN COORDINATES (ANGSTROEM)
C: -6.15153 -1.96863 1.45376  -0.851
C: -4.98630 -3.07098 1.11693  0.522
O: -4.63536 -3.91275 2.12790  -0.582
N: -4.26036 -3.25155 -0.19704  0.157
C: -5.18691 -3.23789 -1.39216  -0.768
C: -3.07870 -2.32043 -0.35384  -0.543
C: -1.83680 -2.81938 0.62557  -0.899
C: -0.59753 -1.74623 0.65340  0.091
C: -0.39186 -1.08752 2.15930  -0.812
Si: -1.69418 0.30366 2.49414  0.203
F: -3.32873 -0.28992 2.14501  -0.322
C: -1.66914 0.70098 4.41398  -0.565
C: -3.26139 0.98682 4.82818  0.451
O: -4.05469 -0.02716 5.19315  -0.481
Cl: -3.82359 2.76059 4.69100  -0.173
C: -1.33098 1.96832 1.59098  -0.389
P: -2.41894 2.30784 0.05800  0.882
O: -2.01990 3.71838 -0.56315  -0.665
O: -2.19492 1.11786 -1.24189  -0.491
O: -4.13682 2.30537 0.45049  -0.480
H: -5.76398 -0.86868 1.60776  0.132
H: -7.02836 -1.91500 0.68114  0.328
H: -6.64059 -2.28837 2.49438  0.278
H: -4.80579 -2.51013 -2.25665  0.272
H: -5.12617 -4.32778 -1.87104  0.259
H: -6.31298 -3.03186 -1.13740  0.276
H: -2.67072 -2.46668 -1.46643  0.499
H: -3.32959 -1.18043 -0.25649  0.169
H: -2.17088 -3.10327 1.71017  0.314
H: -1.41962 -3.80907 0.12306  0.289
H: 0.40534 -2.29053 0.34396  0.300
H: -0.74959 -0.83067 -0.08370  -0.055
H: 0.67972 -0.64493 2.33382  0.319
H: -0.58872 -1.97709 2.92852  0.405
H: -1.27009 -0.26316 4.94699  0.338
H: -0.98801 1.64739 4.53815  0.381
H: -1.53438 2.82869 2.36218  0.429
H: -0.20744 1.91380 1.22126  0.162
H: -3.12796 1.04432 -1.63228  0.281
H: -4.57258 2.56778 -0.43492  0.330
O: 3.07947 -0.13035 0.02228  -0.774
P: 3.86154 0.99082 -0.70475  0.800
N: 2.77525 0.98448 -2.03319  0.166
C: 2.42123 -0.25914 -2.71203  -0.991
C: 1.52494 1.68996 -1.71392  -1.234
N: 5.26231 0.07294 -0.97739  0.260
C: 5.62274 -0.56796 -2.22734  -1.054
C: 5.71589 -0.75816 0.13743  -0.984
N: 4.76064 2.27978 -1.54058  0.052
C: 4.94964 3.42931 -0.65363  -1.003
C: 4.52888 2.75217 -2.90244  -0.927
H: 1.71558 -0.06975 -3.52958  0.395
H: 1.96459 -0.99213 -2.03936  0.199
H: 3.28262 -0.71676 -3.19264  0.314
H: 1.74081 2.66220 -1.25889  0.350
H: 0.90657 1.12048 -1.01163  0.176
H: 0.94053 1.88864 -2.61842  0.411
H: 5.09849 -1.52096 -2.36066  0.376
H: 6.70027 -0.77726 -2.25586  0.368
H: 5.42944 0.06394 -3.09316  0.219
H: 5.15964 -1.70093 0.18500  0.266
H: 5.58423 -0.23422 1.08958  0.308
H: 6.78352 -0.99226 0.05385  0.353
H: 4.01155 3.97783 -0.51871  0.330
H: 5.71054 4.11513 -1.03896  0.359
H: 5.29229 3.09557 0.33110  0.323
H: 3.61008 3.34164 -2.98496  0.320
H: 4.48690 1.93530 -3.62806  0.272
H: 5.36086 3.38798 -3.22923  0.358

Forces on the atoms, in the same order (eV/Å):
C -0.675 -0.116 0.725
C 1.687 -3.717 4.744
O -2.063 5.341 -6.241
N -1.481 1.769 0.893
C -0.088 -0.863 -1.471
C 1.535 -0.359 -0.399
C 0.339 -0.122 -0.835
C 0.603 0.471 0.175
C -0.327 -1.169 -0.165
Si -1.448 -1.589 0.432
F 3.242 1.337 0.444
C -1.381 0.495 0.171
C -2.138 -6.163 1.878
O 5.131 7.454 -2.486
Cl 0.606 -2.201 0.093
C -0.356 -0.344 -0.426
P 0.299 4.657 -3.390
O -1.432 -4.981 2.332
O -2.481 1.618 2.519
O 2.703 -0.339 -2.374
H -0.294 -2.323 -0.504
H 1.842 -0.257 1.227
H 1.296 0.553 -2.390
H -0.943 -1.313 2.061
H -0.312 2.305 0.985
H 2.277 -0.253 -0.417
H -0.987 0.276 2.391
H 0.372 -2.038 0.158
H 0.374 0.698 -2.139
H -1.015 2.000 1.141
H -2.076 1.225 0.642
H 0.193 -2.073 1.180
H -1.907 -0.889 -0.446
H 0.563 2.025 -1.411
H -0.974 2.062 -0.725
H -1.414 -1.849 0.144
H 0.443 -1.397 -1.810
H -2.360 0.429 0.601
H 1.907 -0.090 0.620
H 0.896 -0.280 1.990
O 0.252 2.564 2.908
P -0.222 -5.241 -5.168
N -1.213 0.322 -1.211
C 0.086 -0.408 0.029
C 0.461 0.383 -0.070
N 1.503 -1.109 1.312
C 0.403 0.668 -0.279
C -0.414 -0.117 0.204
N -0.407 2.575 1.420
C 0.591 0.167 0.062
C -0.665 -0.004 -0.372
H 0.000 0.278 0.234
H -0.037 -0.025 -0.028
H 0.099 0.006 0.181
H 0.025 0.047 0.079
H -0.053 -0.067 0.013
H 0.123 -0.123 0.069
H -0.052 -0.050 0.036
H -0.132 0.023 0.163
H -0.171 0.042 0.061
H 0.007 -0.096 0.129
H -0.079 -0.157 -0.164
H -0.118 0.158 -0.250
H 0.115 0.226 0.026
H -0.113 -0.073 -0.061
H -0.068 -0.106 0.049
H 0.003 0.034 -0.192
H -0.181 0.054 0.385
H 0.095 0.039 0.519

---

[4]
DFT (wB97M-V/def2-TZVPD) results for a molecular structure, C24H22CoIN3O8S.

Calculated values
Spin multiplicity: 4
LUMO level (spin up / spin down) (eV): 4.136 / 4.130
Kohn-Sham gap (spin up / spin down) (eV): 6.374 / 6.487
Expectation value of S²: 3.757
Charge: -2

Last column: Mulliken charge in e.
CARTESIAN COORDINATES (ANGSTROEM)
Co: -0.54246 0.16257 -1.77126  0.299
C: -2.33676 -3.20069 1.01712  -1.357
C: -1.73701 -1.99332 1.67359  0.825
N: -1.68469 -1.95345 2.99485  -0.706
C: -1.14284 -0.87345 3.57242  -0.987
C: -0.68092 0.22322 2.86520  0.523
C: -0.02393 1.34961 3.62724  -0.841
O: 1.39578 1.34221 3.58075  -0.665
C: -0.78182 0.21481 1.46981  0.456
C: -0.26342 1.37269 0.65656  0.155
N: -1.05202 1.69926 -0.49692  -0.423
C: -1.50180 2.95751 -0.67269  0.388
C: -1.46729 4.00046 0.29851  -0.146
C: -1.96186 5.26437 0.04878  -0.866
C: -2.53936 5.59600 -1.17032  -0.611
C: -2.60652 4.60480 -2.14169  -0.390
C: -2.11254 3.33837 -1.90519  -0.131
I: -2.23310 1.88675 -3.39068  0.030
C: -1.24058 -0.95271 0.82644  0.372
O: -1.24385 -1.15225 -0.45637  -0.953
H: -2.51549 -3.97432 1.76415  0.342
H: -1.69074 -3.57047 0.22158  0.231
H: -3.28317 -2.94577 0.52985  0.368
H: -1.06716 -0.88434 4.65698  0.274
H: -0.28266 1.24320 4.68248  0.473
H: -0.41280 2.32418 3.30465  0.127
H: 1.71291 1.50929 2.67612  0.357
H: -0.09964 2.23029 1.30628  0.704
H: -1.05300 3.80485 1.27700  0.429
H: -1.89743 6.00840 0.83624  0.341
H: -2.92919 6.58693 -1.36469  0.342
H: -3.05346 4.82171 -3.10510  0.334
C: 0.88258 -4.54380 1.83038  -1.727
C: 1.41143 -3.53244 0.84904  0.840
C: 2.16847 -2.45149 1.29240  -0.503
C: 2.61619 -1.48338 0.40898  -0.413
C: 2.28795 -1.57265 -0.93453  0.161
C: 1.54834 -2.64997 -1.39663  -0.453
C: 1.12609 -3.62688 -0.50928  -0.721
S: 2.68685 -0.24374 -2.06510  1.359
O: 3.13977 0.83248 -1.17492  -0.765
O: 3.70272 -0.72558 -2.97951  -0.873
N: 1.35554 0.17824 -2.76533  -0.216
C: 1.10177 -0.25710 -4.13449  -0.671
C: -0.11447 -1.18487 -4.26992  0.543
O: -0.21095 -1.87891 -5.28568  -0.807
O: -0.96561 -1.12006 -3.31571  -0.511
H: 0.42846 -4.04402 2.68863  0.353
H: 1.67535 -5.20089 2.19935  0.442
H: 0.11551 -5.16764 1.36894  0.304
H: 2.37065 -2.34112 2.35282  0.305
H: 3.16146 -0.61925 0.76502  0.489
H: 1.25056 -2.70942 -2.43693  0.327
H: 0.51655 -4.44604 -0.87328  0.270
H: 1.97294 -0.71132 -4.60311  0.348
H: 0.85070 0.63125 -4.72923  0.342
O: 2.58753 2.34884 0.95253  -0.713
C: 1.91931 1.97154 0.01983  -0.105
O: 1.03672 0.92410 0.19164  0.745
H: 1.70638 2.58342 -0.85763  0.356

Forces on the atoms, in the same order (eV/Å):
Co 0.481 -0.388 0.132
C -0.078 -0.014 -0.012
C 0.035 0.031 -0.006
N 0.028 0.032 -0.023
C 0.039 0.027 0.022
C 0.010 -0.004 -0.029
C -0.055 0.004 -0.016
O 0.029 -0.010 -0.015
C 0.051 -0.065 0.037
C -0.359 -0.083 -0.066
N 0.189 0.179 -0.025
C -0.087 -0.086 -0.024
C -0.023 -0.067 -0.046
C 0.000 0.039 0.035
C -0.003 0.011 -0.005
C -0.045 -0.024 -0.109
C 0.095 0.069 0.241
I -0.221 0.234 -0.334
C -0.090 -0.081 -0.046
O 0.056 0.119 0.169
H 0.011 0.008 0.003
H 0.069 -0.017 -0.005
H 0.015 0.024 0.012
H -0.024 -0.024 -0.012
H 0.018 0.005 0.018
H -0.007 -0.003 0.001
H -0.025 0.013 0.006
H 0.052 -0.011 0.021
H -0.012 0.012 0.015
H -0.002 -0.003 -0.006
H 0.008 -0.005 0.010
H 0.016 -0.014 0.009
C -0.065 -0.027 0.001
C 0.002 0.024 -0.024
C 0.014 -0.047 0.017
C 0.006 0.093 0.079
C -0.009 -0.061 -0.139
C -0.006 -0.023 -0.068
C 0.008 0.000 0.058
S 0.058 0.059 0.167
O 0.508 -0.329 -0.402
O -0.078 -0.104 -0.045
N -0.387 0.023 0.102
C 0.036 0.137 -0.129
C -0.006 -0.018 -0.018
O -0.022 0.060 0.046
O -0.019 -0.034 -0.007
H 0.002 0.002 -0.012
H 0.019 0.019 -0.002
H 0.020 -0.005 0.003
H 0.007 0.011 -0.011
H -0.010 -0.033 -0.008
H 0.014 0.037 0.006
H -0.015 -0.006 -0.004
H 0.003 -0.087 0.043
H 0.029 -0.020 -0.058
O 0.123 -0.031 -0.005
C -0.774 0.538 0.617
O 0.232 -0.015 0.025
H 0.138 -0.071 -0.185

---

[5]
DFT (wB97M-V/def2-TZVPD) results for a gas-phase ion, C2H6N3S (charge +1).

Calculated values
Structure (SMILES): N[N+]1=NCCS1
LUMO level (eV): -5.522
Kohn-Sham gap (eV): 9.219
Charge: +1

Last column: Mulliken charge in e.
CARTESIAN COORDINATES (ANGSTROEM)
C: 1.04872 -0.76652 0.28464  -0.351
C: 0.96158 0.37809 1.31572  -0.520
N: -0.08353 -0.86313 -0.56296  -0.224
N: -0.74367 0.18148 -0.57268  0.539
N: -1.89050 0.46754 -1.45393  -0.513
S: -0.27491 1.56309 0.52759  0.113
H: 1.76176 -0.55129 -0.48391  0.306
H: 1.43174 -1.75120 0.75975  0.344
H: 0.50459 -0.02631 2.23393  0.354
H: 1.86797 0.98521 1.36221  0.391
H: -1.77069 0.14430 -2.35706  0.258
H: -2.81306 0.23874 -1.05331  0.303

Forces on the atoms, in the same order (eV/Å):
C 1.734 -0.809 1.167
C -1.675 0.369 -0.753
N -2.155 0.759 -0.357
N -1.492 0.316 -0.177
N 1.046 0.827 3.407
S 0.168 -1.979 -0.607
H 1.224 0.264 -0.424
H -1.231 1.425 -0.948
H 0.668 0.660 -0.093
H -0.003 -0.582 0.552
H 0.716 -1.223 -2.004
H 1.000 -0.026 0.238

---

[6]
DFT (wB97M-V/def2-TZVPD) results for a single C4H8O2 molecule.

Calculated values
Structure (SMILES): C[C@@]1(CO)CO1
LUMO level (eV): 0.962
Kohn-Sham gap (eV): 11.147
Charge: 0

Last column: Mulliken charge in e.
CARTESIAN COORDINATES (ANGSTROEM)
C: 0.88429 1.40508 0.12748  -1.360
C: 0.16144 0.07455 -0.02145  1.277
C: -1.35666 0.01178 -0.28513  -0.671
O: -1.88471 -1.15141 0.29678  -0.535
C: 0.89170 -1.16100 -0.31831  -0.612
O: 0.56522 -0.82045 1.02657  -0.580
H: 1.19502 1.47488 1.17639  0.319
H: 0.24986 2.26887 -0.09091  0.351
H: 1.79538 1.47160 -0.47740  0.314
H: -1.56712 -0.04941 -1.36189  0.264
H: -1.86415 0.91385 0.09145  0.332
H: -1.35135 -1.28934 1.09758  0.349
H: 1.94813 -1.12346 -0.58575  0.287
H: 0.33296 -2.02553 -0.67540  0.265

Forces on the atoms, in the same order (eV/Å):
C -0.032 0.045 -0.069
C -0.032 0.067 -0.003
C 0.123 0.289 -0.072
O -0.100 -0.030 0.207
C 0.155 -0.136 -0.182
O 0.007 -0.150 0.280
H -0.104 0.083 -0.200
H 0.025 -0.177 -0.103
H -0.250 -0.063 -0.005
H 0.219 0.135 0.172
H 0.191 -0.085 0.075
H -0.164 -0.174 -0.136
H -0.154 0.020 0.174
H 0.116 0.177 -0.139